# 1
Here is a structure of composition C35H42N2O9PdSe from the Open Molecules 2025 dataset. Energies are from the ωB97M-V functional and the def2-TZVPD basis.

Computed properties:
HOMO-LUMO gap (alpha / beta) (eV): 7.717 / 4.893
F_max (eV/A): 1.7
ΔE to the lowest compared entry with this formula, charge and spin (kcal per mole): 0.7
Spin multiplicity: 5

Each line ends with the Löwdin spin population.
Element x y z (Å)
Pd1 0.710 0.394 -0.417  1.44
Se1 -1.555 1.717 -0.338  0.07
O1 -2.020 -2.827 -2.250  0.00
O2 -0.208 -0.498 1.344  0.38
O3 -2.557 -3.917 -0.473  0.00
O4 2.604 -0.333 -0.630  0.16
O5 4.070 -1.897 -0.083  0.02
O6 0.973 -7.128 0.643  0.00
O7 1.319 2.256 0.689  0.33
O8 0.030 -1.335 -1.337  0.13
O9 2.937 -6.326 0.985  0.00
N1 1.817 -6.257 0.518  0.00
N2 -1.733 -3.448 -1.251  0.00
C1 -1.302 -2.612 3.138  0.02
C2 2.946 -1.569 -0.406  0.01
C3 2.258 -3.897 -0.036  0.00
C4 0.172 -2.791 2.755  0.00
C5 -3.650 0.478 1.133  0.03
C6 1.373 -4.964 0.008  0.00
C7 0.975 4.012 2.227  0.14
C8 -4.241 -0.432 2.047  0.19
C9 3.207 4.518 1.214  0.01
C10 0.512 3.026 1.253  0.09
C11 -6.066 1.060 2.835  0.01
C12 -0.325 -3.598 -0.887  0.01
C13 -3.420 -1.373 2.658  -0.01
C14 0.060 -4.819 -0.393  0.00
C15 -5.735 -0.344 2.300  0.02
C16 -2.137 5.193 4.937  0.01
C17 -1.803 3.737 1.666  0.02
C18 -1.371 -2.350 4.654  0.01
C19 2.738 5.245 3.541  0.00
C20 -2.323 5.507 3.443  0.02
C21 -6.216 -1.377 3.319  0.00
C22 0.025 4.760 2.873  -0.01
C23 -2.015 -3.937 2.809  0.01
C24 -2.317 0.452 0.892  0.12
C25 -1.360 4.647 2.642  0.21
C26 -6.477 -0.578 0.974  0.01
C27 -2.006 6.989 3.186  0.01
C28 2.465 4.147 2.509  0.01
C29 -0.913 2.952 0.992  0.17
C30 -2.055 -1.477 2.441  0.19
C31 0.530 -2.455 -0.956  0.01
C32 3.012 2.822 3.071  0.01
C33 -1.445 -0.503 1.551  0.11
C34 1.867 -2.649 -0.482  0.00
C35 -3.784 5.249 3.073  0.00
H1 -5.731 -1.248 4.289  0.00
H2 0.307 -2.941 1.685  0.00
H3 -0.880 -1.409 4.909  0.00
H4 -3.986 5.485 2.026  0.00
H5 -2.398 -2.314 5.019  0.00
H6 3.277 -4.022 0.300  0.00
H7 2.472 2.532 3.975  0.00
H8 -6.241 -1.562 0.565  0.00
H9 -5.539 1.254 3.772  0.00
H10 -0.641 -5.637 -0.320  0.00
H11 -0.854 -3.155 5.179  0.00
H12 -3.875 -2.082 3.332  0.00
H13 -2.693 7.614 3.760  0.00
H14 -1.498 -4.750 3.321  0.00
H15 -7.553 -0.526 1.144  0.00
H16 4.263 4.675 1.441  0.00
H17 0.350 5.478 3.611  0.00
H18 -4.268 1.201 0.617  0.00
H19 0.790 -1.951 3.062  0.00
H20 -7.138 1.136 3.024  0.00
H21 -2.824 5.803 5.526  0.00
H22 4.062 2.957 3.337  0.00
H23 3.136 3.731 0.468  0.00
H24 -4.425 5.886 3.682  0.00
H25 3.814 5.313 3.702  0.00
H26 -6.040 -2.397 2.974  0.00
H27 -1.124 5.409 5.276  0.00
H28 -1.985 -4.140 1.737  0.00
H29 -2.349 4.143 5.145  0.00
H30 -6.220 0.170 0.224  0.00
H31 0.537 -3.685 3.264  0.00
H32 -2.857 3.650 1.444  0.00
H33 -3.055 -3.950 3.136  0.00
H34 -4.073 4.213 3.261  0.00
H35 2.393 6.223 3.199  0.00
H36 -5.799 1.842 2.123  0.00
H37 -2.123 7.235 2.129  0.00
H38 -0.990 7.246 3.485  0.00
H39 2.948 2.015 2.347  0.00
H40 2.276 5.025 4.506  0.00
H41 -7.290 -1.260 3.467  0.00
H42 2.813 5.445 0.792  0.00

=====

# 2
Here is a structure of composition C35H43AuNO5PSb from the Open Molecules 2025 dataset. Energies are from the ωB97M-V functional and the def2-TZVPD basis.

Computed properties:
HOMO-LUMO gap (alpha / beta) (eV): 5.323 / 5.987
F_max (eV/A): 1.6
Charge: +1
Spin multiplicity: 1

Each line ends with the Löwdin charge.
Element x y z (Å)
Au1 -0.542 0.916 0.589  0.89
Sb1 -3.621 0.272 0.430  1.60
P1 1.570 0.836 -0.648  1.07
O1 -1.358 -0.749 1.777  -0.37
O2 4.631 -4.502 3.471  0.10
O3 -1.458 -1.327 3.927  0.10
O4 4.821 -3.861 1.420  0.06
O5 -2.221 -2.096 -0.457  -0.25
N1 4.229 -3.922 2.483  -0.32
C1 3.240 3.083 -0.282  -0.08
C2 2.309 5.237 0.234  -0.05
C3 2.338 -3.077 3.823  0.03
C4 2.060 2.505 -3.506  -0.03
C5 -5.678 2.590 0.354  -0.18
C6 0.828 3.388 -0.222  -0.33
C7 -4.589 0.149 -2.504  -0.17
C8 -4.713 -0.338 2.194  -0.37
C9 3.528 -0.181 1.053  -0.29
C10 3.415 4.425 0.031  -0.05
C11 5.319 -1.617 0.276  -0.07
C12 -2.281 -3.515 -0.613  -0.12
C13 1.142 -2.087 1.522  -0.04
C14 0.203 -0.534 -4.802  -0.05
C15 -4.870 -0.523 -1.170  -0.37
C16 1.113 -2.438 3.902  0.01
C17 3.042 -0.131 -0.266  -0.31
C18 -0.515 2.787 -0.426  -0.19
C19 0.892 0.664 -4.721  -0.03
C20 -0.871 -1.311 2.870  -0.57
C21 4.818 -1.577 -1.016  -0.05
C22 0.506 -1.943 2.751  -0.12
C23 1.097 0.430 -2.350  -0.32
C24 2.369 -2.718 1.431  0.00
C25 -4.596 -1.829 2.479  -0.17
C26 3.678 -0.844 -1.287  -0.06
C27 1.024 4.722 0.115  -0.02
C28 0.391 -0.777 -2.437  -0.11
C29 -4.167 2.400 0.326  -0.43
C30 2.947 -3.215 2.586  -0.13
C31 4.674 -0.932 1.293  -0.05
C32 1.342 1.183 -3.508  -0.25
C33 2.872 0.544 2.195  -0.03
C34 1.956 2.576 -0.400  -0.35
C35 -0.056 -1.261 -3.650  -0.06
H1 4.097 2.433 -0.417  0.12
H2 1.790 0.607 2.064  0.04
H3 -3.730 2.784 -0.596  0.04
H4 1.491 3.259 -2.959  0.08
H5 2.445 6.277 0.496  0.11
H6 -5.257 -2.097 3.305  0.08
H7 3.275 -0.825 -2.291  0.11
H8 -2.592 -3.723 -1.634  0.08
H9 -3.581 -2.084 2.778  0.05
H10 -1.333 3.426 -0.101  0.05
H11 0.162 5.362 0.266  0.12
H12 -5.242 -0.268 -3.273  0.08
H13 3.074 0.038 3.137  0.09
H14 -0.674 2.472 -1.460  0.06
H15 -4.326 0.255 3.022  0.07
H16 0.609 -2.303 4.849  0.13
H17 3.043 2.430 -3.042  0.08
H18 5.311 -2.121 -1.811  0.12
H19 6.211 -2.189 0.495  0.12
H20 -6.169 2.056 -0.461  0.06
H21 -0.136 -0.897 -5.764  0.11
H22 -1.743 -1.887 0.365  0.00
H23 -4.769 1.224 -2.466  0.06
H24 -6.108 2.256 1.298  0.06
H25 -3.682 2.889 1.171  0.05
H26 5.061 -0.982 2.305  0.13
H27 1.097 1.214 -5.631  0.12
H28 -4.881 -2.429 1.613  0.06
H29 -4.660 -1.589 -1.208  0.04
H30 2.881 -2.826 0.485  0.12
H31 0.676 -1.696 0.631  0.07
H32 -5.920 3.649 0.240  0.08
H33 -5.894 -0.365 -0.826  0.06
H34 -3.003 -3.963 0.074  0.08
H35 2.188 2.864 -4.525  0.09
H36 3.256 1.564 2.271  0.09
H37 2.825 -3.475 4.702  0.13
H38 -5.742 -0.044 1.981  0.05
H39 -0.608 -2.191 -3.698  0.11
H40 -3.557 -0.019 -2.816  0.06
H41 4.412 4.830 0.138  0.11
H42 -1.303 -3.970 -0.440  0.08
H43 0.191 -1.345 -1.535  0.08

=====

# 3
Here is a structure of composition C35H43BrFIN7PReS from the Open Molecules 2025 dataset. Energies are from the ωB97M-V functional and the def2-TZVPD basis.

Computed properties:
HOMO-LUMO gap (alpha / beta) (eV): 5.819 / 6.287
F_max (eV/A): 0.5
ΔE to the lowest compared entry with this formula, charge and spin (kcal per mole): 28.0
Charge: +2
Spin multiplicity: 2

Each line ends with the Löwdin spin population.
Element x y z (Å)
Re1 -0.317 -1.402 -0.229  0.89
I1 -0.711 2.944 2.012  0.00
Br1 -3.047 4.738 0.095  0.00
S1 1.607 -0.827 -1.537  -0.02
P1 -1.576 -1.781 -2.482  0.00
F1 -0.841 0.422 -0.432  0.11
N1 -1.164 -0.168 2.779  -0.01
N2 -2.109 -1.476 0.966  0.00
N3 3.476 0.550 -0.296  0.00
N4 0.576 -3.336 -0.169  0.02
N5 1.590 1.773 -1.039  0.00
N6 2.440 -2.695 1.241  -0.01
N7 0.528 -1.319 1.549  -0.02
C1 2.534 -4.701 0.024  0.00
C2 -1.000 -2.262 -5.247  0.00
C3 -2.230 -0.646 2.036  0.01
C4 1.911 3.193 -0.812  0.00
C5 1.153 -0.338 3.547  0.00
C6 -4.625 -0.860 1.990  0.01
C7 -2.975 -2.930 -2.838  0.00
C8 0.039 -0.554 2.611  0.01
C9 1.217 0.386 4.722  0.00
C10 -1.710 5.674 1.053  0.00
C11 -3.492 -0.298 2.527  0.00
C12 0.642 -5.519 -1.168  0.00
C13 3.388 -1.221 3.841  0.00
C14 0.192 7.149 2.434  0.00
C15 0.188 5.767 2.524  0.00
C16 2.403 0.314 5.444  0.00
C17 -3.229 -2.075 0.503  0.01
C18 -2.708 -4.435 -2.904  0.00
C19 -4.486 -1.808 0.976  0.00
C20 1.796 -1.782 1.869  0.00
C21 4.398 1.535 0.294  0.00
C22 -0.755 7.795 1.652  0.00
C23 -2.296 -0.127 -2.874  0.00
C24 0.815 4.038 -1.433  0.00
C25 -0.411 -2.166 -3.842  0.00
C26 2.281 0.669 -0.846  0.00
C27 1.822 -3.537 0.339  0.01
C28 3.466 -0.481 5.016  0.00
C29 -3.525 -0.061 -3.779  0.00
C30 2.223 -1.113 3.106  0.00
C31 -1.705 7.060 0.963  0.00
C32 0.005 -4.348 -0.869  0.01
C33 4.609 1.263 1.773  0.00
C34 -0.762 5.024 1.833  0.00
C35 1.959 -5.689 -0.734  0.01
H1 0.350 -1.386 -3.808  0.00
H2 3.671 1.345 2.325  0.00
H3 -3.471 -4.906 -3.523  0.00
H4 1.982 3.385 0.260  0.00
H5 0.653 1.605 -1.380  0.00
H6 -5.340 -2.324 0.561  0.00
H7 0.376 0.975 5.063  0.00
H8 0.756 3.869 -2.509  0.00
H9 -0.761 8.874 1.581  0.00
H10 3.529 -4.795 0.433  0.00
H11 -3.526 0.394 3.356  0.00
H12 0.125 -6.282 -1.732  0.00
H13 -3.071 -2.806 -0.273  0.00
H14 -1.731 -3.065 -5.341  0.00
H15 2.865 3.419 -1.287  0.00
H16 -4.381 -0.572 -3.340  0.00
H17 5.314 1.986 2.180  0.00
H18 -2.512 0.356 -1.922  0.00
H19 -1.740 -4.668 -3.349  0.00
H20 5.338 1.462 -0.255  0.00
H21 2.499 0.870 6.367  0.00
H22 -3.808 -2.713 -2.170  0.00
H23 1.025 5.093 -1.269  0.00
H24 3.809 -0.405 -0.271  0.00
H25 -3.311 -2.589 -3.818  0.00
H26 -2.451 7.556 0.357  0.00
H27 0.918 5.260 3.142  0.00
H28 -3.807 0.983 -3.912  0.00
H29 -0.204 -2.465 -5.962  0.00
H30 4.012 2.531 0.141  0.00
H31 -1.008 -4.170 -1.186  0.00
H32 5.023 0.266 1.936  0.00
H33 -1.467 0.439 -3.311  0.00
H34 4.200 -1.857 3.516  0.00
H35 -1.475 -1.329 -5.548  0.00
H36 -5.602 -0.598 2.372  0.00
H37 0.103 -3.094 -3.571  0.00
H38 -0.152 3.814 -0.983  0.00
H39 -3.349 -0.479 -4.769  0.00
H40 0.930 7.719 2.981  0.00
H41 4.364 -0.529 5.618  0.00
H42 2.506 -6.592 -0.967  0.00
H43 -2.766 -4.914 -1.926  0.00